# 1
Density functional theory data (ωB97M-V/def2-TZVPD) for C30H32Cl2HfN6O2PS2Se as an isolated structure.

Summary:
HOMO energy	-10.95	eV
total charge	+1
HOMO-LUMO gap	7.6	eV
relative energy (zero: lowest compared OMol25 entry of this formula, charge and spin)	8.7	kcal per mole

Geometry as XYZ:
```
77
Properties=species:S:1:pos:R:3:forces:R:3:mulliken_charge:R:1
Hf -0.577254 -0.541744 -0.030763 -0.5016 0.3436 0.0305 -0.718
C -5.114352 -0.617672 -0.722892 0.1472 -0.0182 -0.0094 -0.917
C -5.310676 0.292794 -1.758102 0.0134 0.0023 0.0068 -0.387
C -4.216518 0.827405 -2.394229 0.0351 -0.0481 0.0253 -0.540
C -2.925345 0.453662 -2.010171 0.1180 0.1432 -0.2596 0.389
N -2.739417 -0.405057 -0.982339 0.0121 0.0844 0.1318 0.283
C -3.821519 -0.919286 -0.370899 -0.0918 -0.0339 0.0435 0.003
N -1.890411 1.025896 -2.765624 0.0217 -0.2181 0.1708 -0.545
C -0.756923 0.426618 -2.833397 -0.1087 -0.1230 0.0080 0.029
N -0.427460 -0.701843 -2.103754 0.4195 0.1592 -0.1387 -0.035
C 0.780145 -1.226538 -2.557079 -0.1706 0.2102 -0.0359 0.237
N 1.224592 -2.381394 -2.236292 -0.1193 0.0094 0.1071 -0.343
C 0.387285 -3.235322 -1.511140 0.1185 0.0219 -0.1333 0.537
C 0.542494 -4.588858 -1.809275 0.0062 -0.0540 0.0391 -0.911
C -0.296814 -5.521152 -1.250375 0.0007 -0.0060 0.0088 -0.389
C -1.295100 -5.087458 -0.385736 -0.0226 0.1797 0.0543 -1.059
C -1.363518 -3.746319 -0.089044 0.0209 -0.1749 -0.0243 -0.145
N -0.537097 -2.817722 -0.608927 0.1525 0.0198 -0.0774 0.626
C 1.352511 -0.247947 -3.506596 0.1017 -0.2984 -0.0310 0.459
C 2.542590 -0.250454 -4.208740 -0.0475 0.0820 0.0087 -0.287
C 2.762645 0.801769 -5.088723 -0.0358 0.0398 -0.0115 -0.648
C 1.806955 1.800683 -5.277315 0.0159 -0.0686 0.0412 -0.640
C 0.601735 1.782703 -4.585946 0.1049 -0.0207 0.0005 -0.380
C 0.402599 0.749043 -3.691297 -0.2821 0.2187 -0.0729 0.354
H -5.936271 -1.068353 -0.190655 -0.0648 -0.0174 0.0257 0.472
H -6.307034 0.580757 -2.059917 -0.0611 -0.0042 -0.0018 0.446
H -4.308357 1.532803 -3.204409 -0.0151 0.0376 -0.0417 0.533
H -3.629343 -1.596690 0.455170 -0.0118 0.0266 -0.0205 0.243
H 1.328270 -4.862520 -2.496811 0.0109 0.0128 -0.0085 0.571
H -0.181721 -6.569541 -1.484530 0.0004 -0.0471 -0.0040 0.468
H -1.992647 -5.772454 0.071055 -0.0240 -0.0214 0.0178 0.463
H -2.105142 -3.394290 0.610767 -0.0182 -0.0065 0.0094 0.328
H 3.269395 -1.036639 -4.073618 0.0465 -0.0647 0.0137 0.570
H 3.687221 0.846997 -5.646683 0.0298 -0.0064 -0.0162 0.438
H 2.009245 2.596230 -5.979359 0.0084 0.0477 -0.0328 0.436
H -0.147807 2.545126 -4.735863 -0.0617 0.0330 -0.0002 0.575
C -0.497999 5.166377 -0.584459 0.0256 0.0345 0.0079 -1.271
C 0.342485 4.882803 0.640391 -0.0060 -0.1368 -0.0025 0.575
C 0.518507 6.080129 1.540432 -0.0109 0.0370 -0.0404 -1.400
O -0.348476 3.857003 1.449558 0.0599 0.0054 -0.1811 -0.264
P -0.148872 2.307547 1.274675 -0.0101 0.2355 0.1006 1.195
S -1.920771 1.400368 1.302716 0.0073 -0.2836 0.0486 -0.488
S 0.765553 1.742724 -0.405457 0.0836 -0.3640 -0.0649 -0.298
O 0.785315 1.814842 2.432810 0.2726 -0.0541 0.1322 -0.044
C 0.886506 2.203153 3.839673 -0.0196 -0.0805 0.0179 0.707
C 2.083817 3.118205 3.977864 -0.0803 0.0133 -0.0362 -1.201
C -0.401666 2.784936 4.375058 -0.0215 0.0855 0.1305 -1.402
H 0.016801 5.882284 -1.225430 0.0159 0.0242 0.0081 0.420
H -1.457791 5.591533 -0.292723 -0.0291 0.0038 0.0235 0.335
H -0.674622 4.260311 -1.160974 0.0050 -0.0517 -0.0206 0.186
H 1.316168 4.470631 0.356281 -0.0723 0.0239 0.0163 0.364
H -0.450255 6.463892 1.856609 -0.0498 0.0018 0.0087 0.318
H 1.035431 6.864874 0.991560 0.0311 0.0627 -0.0208 0.423
H 1.104764 5.839425 2.423851 0.0316 -0.0254 0.0295 0.310
H 1.094247 1.251494 4.337175 -0.0282 0.0556 -0.0534 0.219
H 1.954129 3.993354 3.342607 -0.0021 0.0450 -0.0129 0.053
H 2.995559 2.604736 3.685066 0.0659 -0.0179 -0.0394 0.332
H 2.188680 3.461736 5.006289 -0.0223 -0.0528 0.0528 0.433
H -0.556371 3.807250 4.031707 -0.0056 -0.0098 -0.0304 0.231
H -0.342786 2.796872 5.462959 -0.0296 0.0388 0.0364 0.516
H -1.264868 2.185135 4.087870 -0.0007 -0.0318 0.0229 0.357
Cl -1.651266 -1.710109 2.478468 -0.1689 -0.1250 0.0395 0.056
C -0.467937 -1.846387 3.842558 0.0178 0.2407 -0.0031 -0.046
Cl -0.624641 -3.380350 4.655254 -0.0345 -0.0334 0.0522 -0.132
H -0.721605 -1.039076 4.524086 0.0465 -0.0732 -0.0620 0.352
H 0.514045 -1.726645 3.386928 -0.0769 -0.0169 0.0788 -0.078
Se 1.715930 -1.147222 1.097562 0.2431 0.2992 0.0392 -0.300
C 2.140761 -3.000953 0.979944 0.0747 -0.2977 -0.0127 0.685
C 1.487509 -3.997072 1.692167 -0.0870 0.1198 -0.0153 0.281
C 1.908462 -5.309184 1.547139 -0.0706 -0.0865 0.0458 -0.513
N 2.910307 -5.686824 0.762138 0.0231 -0.0119 -0.0161 -0.595
C 3.544515 -4.722703 0.102010 0.0531 0.0517 -0.0328 -0.505
C 3.209098 -3.379673 0.175769 -0.0529 -0.0003 0.0272 -0.357
H 0.657735 -3.777465 2.349597 0.0185 -0.0351 -0.0425 -0.191
H 1.407571 -6.098700 2.094981 -0.0385 -0.0335 0.0321 0.402
H 4.368887 -5.034696 -0.525393 0.0688 -0.0371 -0.0576 0.380
H 3.760205 -2.647800 -0.395787 0.0258 0.0406 -0.0293 0.436
```
Positions in Å, forces in eV/Å.



# 2
Density functional theory data (ωB97M-V/def2-TZVPD) for a 7-piece molecular cluster, C30H32Cl6F4 overall.

Summary:
HOMO energy	-9.06	eV
HOMO-LUMO gap	9.6	eV
SMILES	Fc1ccccc1.Fc1ccccc1.Fc1ccccc1.Fc1ccccc1.ClCCCl.ClCCCl.ClCCCl

Geometry as XYZ:
```
72
Properties=species:S:1:pos:R:3:forces:R:3:mulliken_charge:R:1
Cl -21.896894 -5.262319 14.066398 -0.6413 0.3392 -0.1355 -0.175
C -23.499369 -4.398966 14.024975 -0.5247 -1.9438 -0.1268 -0.370
C -23.944163 -3.958573 15.403845 -1.2523 -0.6620 0.0690 -0.185
Cl -23.953880 -5.295028 16.616412 -0.0615 -0.3962 -0.2350 -0.196
H -24.286569 -5.076694 13.575891 1.0591 0.1747 0.8456 0.316
H -23.417490 -3.674317 13.247764 0.3096 1.2348 0.0645 0.279
H -25.020275 -3.691503 15.343905 0.8244 0.3381 0.0023 0.338
H -23.347460 -3.261968 15.948850 0.3480 0.9183 -0.4826 0.005
Cl -18.051332 2.670523 13.441290 -0.3637 0.3021 -0.3863 -0.205
C -17.270571 1.535430 14.561136 1.8871 1.8517 -0.3393 -0.112
C -15.880681 2.178826 15.022681 -2.0199 -0.9252 -1.0843 -0.396
Cl -14.803906 2.335191 13.619037 0.1088 0.2216 -0.2422 -0.193
H -17.129966 0.634837 14.007369 0.2851 -0.5495 -0.0472 -0.072
H -17.983524 1.421678 15.336958 -0.2395 -0.3193 1.0524 0.323
H -15.385170 1.431851 15.605350 0.1826 0.0245 1.0070 0.280
H -16.045658 3.170419 15.459698 0.2377 -0.5099 0.1078 0.358
Cl -20.965455 -1.970180 16.289947 0.9907 -0.4595 -0.0900 -0.241
C -19.472634 -3.024107 16.139595 -1.6320 -2.2213 0.4073 0.535
C -18.586100 -2.983497 17.363361 -0.7659 -0.4192 0.3569 0.086
Cl -17.704185 -1.475334 17.456721 0.6124 0.9536 -0.0368 -0.171
H -18.936967 -2.779752 15.264565 0.5092 0.9077 -0.8910 -0.450
H -19.842187 -4.090696 15.890181 0.3371 1.6086 0.9176 0.048
H -17.846161 -3.774176 17.300058 0.0123 -0.2451 -0.0222 -0.206
H -19.115556 -3.061067 18.327649 0.0014 -0.2337 -0.6523 0.378
F -14.639910 -6.428530 15.161277 -0.5263 0.0389 -0.5294 -0.415
C -14.103279 -6.048967 16.320273 0.8374 0.1412 0.4788 0.351
C -14.557507 -4.930712 16.990712 0.5578 -0.0924 -0.1033 0.000
C -13.924394 -4.584871 18.173750 0.3788 -0.0617 1.3130 -0.724
C -12.868291 -5.331232 18.710988 -0.1770 0.1898 -1.1632 -0.662
C -12.401761 -6.413279 17.941061 -0.4075 0.9484 1.4139 -0.454
C -13.012852 -6.777486 16.771371 -0.2164 -0.0198 -0.6026 -0.431
H -15.261776 -4.274583 16.529018 -0.6405 0.0433 -0.0254 0.634
H -14.290640 -3.779434 18.812743 -0.0449 0.1123 -0.5681 0.403
H -12.395944 -4.993982 19.643877 -0.2199 -0.4597 -0.4817 0.395
H -11.607814 -6.988473 18.340584 0.8274 -0.5173 0.0753 0.416
H -12.611328 -7.566635 16.145336 -0.1813 -0.0917 0.1438 0.457
F -15.259692 -6.770180 19.216766 -1.3149 -0.1896 0.1721 -0.302
C -16.612414 -6.688237 19.037871 0.0205 -0.7213 -0.9838 0.450
C -17.391259 -5.932502 19.875761 1.0273 -0.8196 0.1193 -0.518
C -18.750579 -5.905150 19.718438 -0.0502 1.7875 1.6406 -0.482
C -19.348845 -6.449548 18.653113 -1.1060 -0.6413 -0.7952 -0.497
C -18.569566 -7.171841 17.769422 -0.1250 -0.8118 -0.4689 -0.538
C -17.212280 -7.382278 17.977264 0.7825 0.8599 -0.2826 -0.377
H -16.901218 -5.510485 20.698221 0.4696 0.8502 1.1513 0.539
H -19.369168 -5.343409 20.414498 0.2535 -0.0696 0.1152 0.398
H -20.428876 -6.313182 18.616346 0.2187 -0.3595 -0.6619 0.463
H -19.056691 -7.644471 16.935904 0.0190 -0.1464 -0.3426 0.445
H -16.575448 -7.905144 17.249408 -0.4570 0.0659 0.4559 0.437
F -17.399985 -4.237595 12.703894 -0.3660 -0.0788 0.2401 -0.329
C -16.109301 -4.079574 13.037405 0.4136 -0.8550 -0.5705 0.345
C -15.167374 -4.734287 12.273913 -0.9109 -0.5179 -0.9209 -0.653
C -13.841736 -4.528080 12.488820 1.7212 0.8810 0.6967 -0.335
C -13.421959 -3.593137 13.479289 -1.8534 -0.9218 -0.3559 -0.789
C -14.389851 -3.042729 14.299429 0.2129 0.6452 0.5394 -0.322
C -15.730467 -3.335453 14.091454 -0.5578 1.4614 0.8105 -0.088
H -15.551685 -5.357038 11.473996 0.2486 -0.1349 0.0110 0.463
H -13.082510 -5.048499 11.895770 -0.3804 0.2529 0.1246 0.391
H -12.425518 -3.304864 13.605176 1.4404 0.0922 0.0844 0.491
H -14.186260 -2.318634 15.124363 0.2278 -0.7510 -0.8621 0.358
H -16.478310 -2.811685 14.668838 -0.1477 -0.0452 0.1883 0.450
F -18.354058 -1.126858 13.716906 -0.1629 -0.0346 0.1781 -0.077
C -19.375572 -1.144628 12.824355 -0.1861 0.3042 -0.4490 0.512
C -20.499376 -0.332760 13.049156 1.0795 -1.3175 -0.5887 -0.386
C -21.531105 -0.359596 12.154923 -0.4095 -1.0290 -0.8050 -0.386
C -21.428051 -1.195883 11.039312 -1.1619 -0.0144 0.1874 -0.724
C -20.305104 -1.958869 10.854026 0.6150 -1.0496 -1.6094 -0.435
C -19.233397 -1.959815 11.704460 0.5492 0.8439 1.5627 -0.417
H -20.675431 0.168098 13.942283 0.3684 0.9420 1.5344 0.586
H -22.466589 0.119774 12.408553 0.0584 0.2476 -0.2011 0.373
H -22.300367 -1.394749 10.414567 0.3121 0.4215 -0.0603 0.370
H -20.160732 -2.617348 9.991142 -0.6340 0.2606 0.1169 0.348
H -18.329180 -2.565732 11.566171 -0.6073 0.3715 0.0191 0.292
```
Positions in Å, forces in eV/Å.



# 3
Density functional theory data (ωB97M-V/def2-TZVPD) for C30H32ClGeNO2Pt as an isolated structure.

Summary:
HOMO energy (alpha / beta)	-10.09 / -10.14	eV
total charge	+1
HOMO-LUMO gap (alpha / beta)	6.0 / 6.2	eV
2S+1	2

Geometry as XYZ:
```
68
Properties=species:S:1:pos:R:3:forces:R:3:lowdin_spin:R:1
Pt -0.118394 -0.051366 -0.773338 -5.6378 8.7340 -1.2976 0.495
C -2.123387 2.614332 0.277638 -0.2798 -0.0060 -0.5978 -0.003
Ge -0.602269 1.667363 1.056035 0.6060 0.2015 0.2128 0.006
C -1.191425 0.736821 2.647952 -0.0979 -0.4359 0.1464 0.000
C -0.375504 -0.230519 3.253191 -0.6546 -0.0357 0.4721 0.000
C -0.808611 -0.900023 4.402107 -0.1954 0.3345 -0.2671 0.000
C -2.058644 -0.608497 4.953484 0.1002 0.2489 -0.4102 0.000
C -2.877762 0.351986 4.354984 0.4190 -0.0709 -0.1527 0.000
C -2.447384 1.022372 3.205524 0.2952 -0.4714 0.2767 0.000
C 1.094513 2.590141 1.385819 0.8709 -0.8383 -0.0070 0.005
C 2.191284 1.750438 1.637549 -1.2517 0.7097 -0.2667 0.001
C 3.461073 2.267771 1.879620 0.6264 1.1387 0.1257 0.000
C 3.670241 3.641499 1.874578 0.1302 -1.6835 0.0769 0.001
C 2.605331 4.515044 1.625327 0.0003 0.1115 0.0067 0.000
C 2.835113 5.900281 1.622945 -1.1097 1.2868 -0.2778 0.000
C 1.787948 6.786192 1.379712 1.2632 -0.4819 0.2666 0.000
C 0.505888 6.299070 1.139329 -0.4999 -1.3451 -0.0611 0.000
C 0.261654 4.923508 1.138237 0.4727 1.7278 0.0306 0.000
C 1.298738 4.001152 1.376565 -0.1123 -0.1689 -0.0213 0.001
H -2.548096 3.340867 0.999536 0.2920 -0.3756 -0.4253 -0.001
H -2.911519 1.875589 0.026076 0.3627 0.4202 0.1301 0.000
H -1.806950 3.131941 -0.651283 -0.3079 -0.1559 0.5885 0.000
H 0.590280 -0.476000 2.840829 0.1420 -0.0161 -0.0858 0.000
H -0.175184 -1.646173 4.864150 0.0085 0.0160 -0.0024 0.000
H -2.392857 -1.127406 5.842590 0.0039 0.0137 -0.0164 0.000
H -3.846761 0.577269 4.781354 0.0177 0.0168 -0.0083 0.000
H -3.095521 1.762284 2.757788 -0.0497 0.0471 -0.0538 0.000
H 2.071621 0.677594 1.636160 -0.0600 -0.1337 -0.0981 0.000
H 4.289622 1.597280 2.068776 -0.0209 0.0054 0.0027 0.000
H 4.667041 4.022260 2.064451 -0.0956 0.1221 -0.0296 0.000
H 3.825934 6.297534 1.810264 0.0041 -0.1695 0.0135 0.000
H 1.970216 7.853132 1.379358 0.0218 -0.0270 0.0076 0.000
H -0.305762 6.991007 0.953501 -0.0183 -0.0566 0.0041 0.000
H -0.741240 4.610985 0.953324 -0.4061 -0.3336 -0.0632 0.000
Cl 3.321266 0.230017 -2.904067 -0.3780 0.0919 0.0934 0.001
C 1.970886 -0.775029 -3.307552 1.2840 -1.8411 -0.7269 0.004
C 2.249619 -2.034004 -3.851903 0.1776 1.6650 0.5083 -0.003
C 1.210473 -2.891808 -4.208913 -1.1255 -0.1586 -0.9877 0.003
C -0.110587 -2.493377 -4.019798 2.8750 0.9253 -6.8568 -0.007
C -0.392315 -1.236132 -3.479140 1.3446 2.7053 -2.3213 -0.027
C 0.641446 -0.360565 -3.116426 -0.9253 1.0745 -2.0361 -0.004
C 0.265118 0.951224 -2.600507 0.1776 0.8738 1.2518 -0.015
H 3.279006 -2.349312 -4.005085 -0.1825 0.1934 0.0619 0.000
H 1.430678 -3.867648 -4.634163 -0.0863 0.1686 0.0856 0.000
H -0.924555 -3.159591 -4.296412 -0.0175 0.3379 -1.0928 0.000
H -1.432613 -0.945697 -3.344317 0.3337 0.2991 -0.4037 -0.001
H -0.670792 1.438433 -2.946742 0.2914 -0.7228 0.2068 -0.001
H 1.013923 1.745302 -2.413283 -0.1518 -0.8534 -0.4475 0.002
O -1.663028 -1.225557 -0.987551 -3.1386 -0.6666 0.3411 0.081
C -1.589282 -2.245066 -1.661779 -0.4141 -4.5034 0.0331 0.019
C -2.690859 -3.268610 -1.713220 -0.8317 0.7380 0.0013 0.006
C -2.227030 -4.609267 -1.124633 0.1552 -0.3076 0.0950 0.002
C -1.141610 -4.512692 -0.032469 0.1635 -0.1336 -0.1981 0.000
C 0.293007 -4.351657 -0.577492 -0.2445 -0.2350 -0.2274 0.002
C 0.603619 -3.022802 -1.281113 0.7784 -2.2595 0.3996 0.024
N -0.419258 -2.695956 -2.245548 -3.1194 -1.3542 8.4418 -0.027
H -3.037671 -3.391053 -2.744806 -0.0769 -0.0539 -0.0279 0.001
H -3.535760 -2.881810 -1.131375 0.1520 0.0540 -0.2265 0.000
H -1.867578 -5.256455 -1.934371 0.0343 0.0050 0.1393 0.000
H -3.107395 -5.113427 -0.706964 0.1498 0.1487 -0.1525 0.000
H -1.166228 -5.447647 0.540332 -0.0051 0.2181 -0.0646 0.000
H -1.375658 -3.710649 0.676824 -0.0276 0.0042 -0.0275 0.000
H 0.488090 -5.174257 -1.276775 -0.0318 -0.0809 0.0865 0.002
H 1.001684 -4.474129 0.250461 -0.0259 0.1188 -0.1782 0.000
H 1.556284 -3.091924 -1.815377 -0.1872 -0.0066 0.3327 0.000
H 0.681997 -2.215723 -0.543952 -0.1744 -1.7945 -0.4063 0.013
H -0.534058 -3.394269 -2.968872 -0.8457 -1.6384 2.1193 0.001
O 1.179951 -0.934589 -0.357145 9.2331 -1.3403 3.9657 0.419
```
Positions in Å, forces in eV/Å.